Entry 1:
C28H38Cl4N2O2SbSi3W | wB97M-V/def2-TZVPD

⟨S²⟩: 2.0210
Orbital gap (alpha / beta) in Ha: 0.1479 / 0.1175
Multiplicity: 3
LUMO energy (alpha / beta) in eV: -3.9738 / -4.7992
Highest occupied orbital energy (alpha / beta) in eV: -8.00 / -8.00
Charge: +1

Cartesian coordinates (Å):
W -0.5433 -3.0399 2.1000
Cl 4.6815 7.0160 -0.8792
C 3.7984 5.8818 -1.7868
C 4.5167 4.8439 -2.2958
Cl 6.2262 4.8448 -2.2964
C 3.9006 3.7361 -2.8093
Cl 4.7988 2.3917 -3.3664
C 2.4925 3.5372 -2.6026
O 2.0523 2.4433 -2.3100
C 1.6286 4.8719 -2.5792
O -0.7302 4.1631 -1.6880
C 2.3760 6.1360 -2.0080
Cl 2.1332 7.6115 -3.1034
C -4.1271 -1.6764 3.7874
Sb -2.8354 -1.7787 1.9835
C 0.3442 4.7499 -1.5273
C 0.5096 5.7366 -0.4841
C -0.4454 6.0370 0.5306
C -0.2504 7.1528 1.3584
C 0.9241 7.8663 1.1578
C 1.7193 7.6579 0.0128
N 1.6094 6.5166 -0.6377
Si 0.6516 5.3429 -4.2692
C 1.8296 5.7813 -5.7292
C -0.7665 6.5225 -3.7228
C -0.1542 3.7243 -4.5947
C -0.8742 -5.0187 1.5379
C 0.0680 -4.6310 0.4710
C 0.7325 -5.4691 -0.4355
C 1.8778 -5.0218 -1.0817
C 2.0606 -3.6245 -1.1101
C 1.3021 -2.7486 -0.4128
N 0.3178 -3.2483 0.3935
Si -2.4577 -5.9184 1.2046
C -2.5004 -7.5920 2.2022
C -3.9554 -5.2073 2.0270
C -2.6903 -6.2391 -0.6034
Si -0.6821 -5.1682 3.3664
C 1.0067 -2.2681 3.3251
C -1.8239 -5.1241 4.8876
C 0.7863 -6.4000 3.8387
H -3.5360 -1.0326 4.4332
H -4.4268 -2.6282 4.2659
H -4.9865 -1.0933 3.4870
H -1.3182 5.3505 0.5252
H -0.9585 7.3641 2.1342
H 1.0900 8.7410 1.7333
H 2.5546 8.2996 -0.1915
H 1.6490 6.8323 -6.0105
H 1.6301 5.0482 -6.5480
H 2.8353 5.7021 -5.2812
H -1.6558 5.9754 -4.0120
H -0.6108 7.5280 -4.1630
H -0.6351 6.7551 -2.6870
H 0.5438 3.0662 -5.1667
H -1.0732 3.7041 -5.1917
H -0.3723 3.2479 -3.6176
H 0.2421 -6.4327 -0.7064
H 2.6013 -5.7129 -1.5252
H 2.9371 -3.2106 -1.6048
H 1.5365 -1.7133 -0.2489
H -2.7210 -8.3888 1.4339
H -3.2552 -7.7241 3.0018
H -1.5269 -7.9621 2.6019
H -4.7772 -5.5641 1.3867
H -3.9394 -4.0954 1.9238
H -4.0959 -5.5847 3.0748
H -2.0222 -6.9902 -0.9555
H -2.5769 -5.3910 -1.3022
H -3.6672 -6.6661 -0.7925
H 1.5276 -3.0207 3.8519
H 0.4164 -1.6443 3.9950
H 1.7007 -1.5811 2.7852
H -1.0392 -5.1425 5.6749
H -2.3721 -6.0934 4.9650
H -2.5146 -4.2465 4.9410
H 0.5044 -7.3516 4.3180
H 1.4335 -6.1006 4.6729
H 1.3707 -6.6348 2.9483

Atoms 1-3, force components in eV/Å:
W -0.797 2.346 5.294
Cl 0.363 1.402 0.685
C -1.167 1.305 0.735

=====

Entry 2:
C47H65BN5NaOP3S | wB97M-V/def2-TZVPD

Orbital gap in Ha: 0.0990
LUMO energy in eV: 1.4023
Highest occupied orbital energy in eV: -1.29
Charge: -1

Cartesian coordinates (Å):
Na 0.3021 -0.9449 -0.1242
C 0.7949 -0.4554 -3.5179
C 2.3084 -0.2332 -3.4963
C 2.6987 0.5514 -4.7528
C 2.9858 -1.6029 -3.5118
P 2.5725 0.5800 -1.7996
C 2.1507 2.3690 -2.2182
N 1.4933 2.9551 -1.0850
B 0.3277 2.3602 -0.4669
N 0.0897 3.1277 0.7328
C -0.8589 2.8674 1.7746
P -0.8433 1.0906 2.3835
C 0.6778 1.0674 3.5576
C 0.8360 -0.3714 4.0579
C 0.6757 2.0245 4.7471
C 1.8850 1.3833 2.6720
C -2.4219 1.2324 3.4503
C -2.5412 0.0015 4.3508
C -3.5472 1.1599 2.4191
C -2.6193 2.4937 4.2965
C 1.0475 4.1140 0.8062
C 1.2692 5.0888 1.7614
C 2.3515 5.9465 1.6032
C 3.1661 5.8717 0.4890
C 2.9379 4.9169 -0.4983
C 1.9063 4.0135 -0.3205
C 4.4477 0.7518 -1.4879
C 4.5994 1.8357 -0.4137
C 4.9433 -0.5604 -0.8787
C 5.3266 1.1104 -2.6842
H 0.4955 -0.9636 -4.4333
H 0.2604 0.4909 -3.4648
H 0.4953 -1.0785 -2.6761
H 2.3580 -0.0032 -5.6295
H 3.7724 0.6869 -4.8473
H 2.2211 1.5282 -4.7865
H 2.5545 -2.2180 -4.3011
H 2.8252 -2.1129 -2.5641
H 4.0550 -1.5215 -3.6931
H 1.4496 2.3653 -3.0586
H 3.0365 2.9359 -2.5067
H -1.8710 3.0248 1.3801
H -0.6884 3.5515 2.6103
H 0.0322 -0.6480 4.7322
H 1.7775 -0.4801 4.6012
H 0.8318 -1.0683 3.2178
H -0.0652 1.7382 5.4898
H 0.4863 3.0494 4.4356
H 1.6521 2.0039 5.2339
H 1.8272 0.8280 1.7338
H 2.8101 1.1093 3.1834
H 1.9350 2.4431 2.4391
H -2.2666 -0.9004 3.8040
H -3.5753 -0.1122 4.6780
H -1.9190 0.0979 5.2393
H -3.4347 0.2611 1.8145
H -3.5376 2.0110 1.7424
H -4.5199 1.1351 2.9103
H -1.8697 2.5982 5.0756
H -3.5938 2.4225 4.7822
H -2.6265 3.3959 3.6899
H 0.6417 5.1795 2.6367
H 2.5616 6.6791 2.3708
H 3.9947 6.5597 0.3862
H 3.5680 4.8857 -1.3770
H 3.8259 1.7442 0.3502
H 4.5349 2.8320 -0.8395
H 5.5722 1.7436 0.0711
H 4.4163 -0.7767 0.0474
H 6.0085 -0.4747 -0.6604
H 4.8023 -1.4042 -1.5455
H 4.9669 1.9934 -3.2088
H 5.3907 0.2863 -3.3913
H 6.3344 1.3257 -2.3272
O -0.1746 1.2426 -0.9843
C -1.4189 0.6045 -0.7721
C -2.6546 1.2295 -0.7527
C -3.1816 2.5097 -1.0422
C -4.5500 2.6437 -1.1540
C -5.4168 1.5659 -0.9957
C -4.9178 0.2868 -0.7164
C -3.5740 0.1442 -0.5262
P -2.3743 -1.2353 -0.3555
C -2.6815 -1.7906 -2.0721
C -2.3834 -0.9073 -3.1113
C -2.7493 -1.1720 -4.4150
C -3.4253 -2.3411 -4.7292
C -3.7042 -3.2424 -3.7153
C -3.3470 -2.9709 -2.4074
C -3.4891 -2.5269 0.4872
C -4.5528 -2.2496 1.3459
C -5.0723 -3.2195 2.1868
C -4.5238 -4.4891 2.2208
C -3.4150 -4.7666 1.4328
C -2.9054 -3.7928 0.6030
H -2.5190 3.3488 -1.2399
H -4.9729 3.6151 -1.3931
H -6.4838 1.7089 -1.1133
H -5.5978 -0.5520 -0.6481
H -1.8997 0.0258 -2.8645
H -2.5381 -0.4415 -5.1884
H -3.7530 -2.5349 -5.7443
H -4.2447 -4.1546 -3.9389
H -3.6243 -3.6814 -1.6445
H -4.9899 -1.2620 1.3600
H -5.9211 -2.9858 2.8195
H -4.9285 -5.2507 2.8726
H -2.9538 -5.7460 1.4817
H -2.0182 -3.9844 0.0029
C 0.2220 -6.1459 -0.9274
C 1.3037 -5.2543 -1.5447
C 1.7854 -4.2326 -0.5857
N 1.3860 -2.9974 -0.4849
N 1.9919 -2.3006 0.4732
C 2.8673 -2.9992 1.1440
N 3.6976 -2.4687 2.1111
S 3.0168 -4.6740 0.6227
H -0.0418 -6.9532 -1.6087
H -0.6706 -5.5597 -0.7214
H 0.5802 -6.5779 0.0052
H 0.8952 -4.7539 -2.4247
H 2.1579 -5.8721 -1.8452
H 3.3285 -1.5973 2.4702
H 3.9466 -3.1313 2.8333

Atoms 1-3, force components in eV/Å:
Na -0.566 0.675 0.016
C 0.178 0.098 0.027
C 0.034 0.047 0.112

=====

Entry 3:
C21H25BrF12IN2O9 | wB97M-V/def2-TZVPD

Orbital gap in Ha: 0.2831
LUMO energy in eV: -4.8166
Highest occupied orbital energy in eV: -12.52
Charge: +1

Cartesian coordinates (Å):
O 1.8410 -1.8557 -2.8563
C 2.4080 -1.6381 -3.8869
Br 4.2783 -2.0552 -4.0438
C 1.6465 -1.0104 -5.0776
N 0.2158 -1.1653 -4.7988
C -0.5615 -0.1376 -4.3593
C -1.7777 -0.6986 -4.1862
N -1.6801 -2.0002 -4.5382
I -3.2066 -3.3578 -4.4751
C -0.4435 -2.2960 -4.9118
H 1.8863 0.0464 -5.1623
H 1.8986 -1.4825 -6.0253
H -0.2393 0.8750 -4.2023
H -2.6638 -0.2164 -3.8215
H -0.0504 -3.2445 -5.2242
C 1.3431 2.4786 0.5686
C 2.1601 3.5308 -0.1497
O 1.7633 3.6472 -1.5339
C 0.6651 4.3557 -1.7640
O -0.0130 4.8949 -0.9461
C 0.4050 4.4277 -3.2749
F 0.5237 3.2166 -3.8694
F 1.2766 5.2447 -3.8684
F -0.8129 4.8726 -3.5494
H 1.4071 1.5225 0.0456
H 1.7041 2.3477 1.5875
H 0.2901 2.7565 0.6091
H 3.2093 3.2441 -0.1630
H 2.0933 4.4998 0.3432
C 3.2088 7.1831 -2.6400
C 4.1919 8.3340 -2.6297
O 3.6485 9.4727 -1.9417
C 3.6972 9.4232 -0.6160
O 4.1463 8.5283 0.0353
C 3.1229 10.7184 -0.0256
F 1.9695 11.0553 -0.6135
F 3.9794 11.7319 -0.1979
F 2.8935 10.5932 1.2768
H 2.2555 7.4993 -3.0632
H 3.5977 6.3522 -3.2274
H 3.0114 6.8284 -1.6273
H 4.3914 8.6633 -3.6473
H 5.1454 8.0451 -2.1887
C -1.5470 -3.4144 -0.9029
C -1.6857 -4.5291 0.1122
O -2.4442 -4.0953 1.2505
C -3.7624 -4.0752 1.0862
O -4.3467 -4.3790 0.0896
C -4.4436 -3.6390 2.3902
F -3.8500 -2.5643 2.9220
F -4.3906 -4.6215 3.2984
F -5.7197 -3.3322 2.1950
H -1.1153 -2.5252 -0.4412
H -0.9070 -3.7286 -1.7294
H -2.5198 -3.1294 -1.3049
H -0.7066 -4.8148 0.4904
H -2.1366 -5.4188 -0.3265
C -3.9368 -6.3429 6.4470
C -2.4874 -6.0348 6.1384
O -1.6014 -6.7093 7.0494
C -1.3707 -7.9901 6.7909
O -1.8251 -8.6156 5.8808
C -0.3824 -8.5570 7.8196
F -0.7135 -8.2044 9.0657
F 0.8549 -8.0989 7.5822
F -0.3421 -9.8836 7.7697
H -4.1660 -6.1034 7.4859
H -4.5944 -5.7653 5.7985
H -4.1550 -7.4009 6.3050
H -2.2984 -4.9710 6.2687
H -2.2323 -6.2874 5.1092

Atoms 1-3, force components in eV/Å:
O 0.365 0.106 -0.861
C -0.310 -0.083 1.126
Br -0.504 0.303 -0.412